# C61H63CaN6PSSb2

A molecular structure, C61H63CaN6PSSb2 at a distorted geometry (ωB97M-V/def2-TZVPD, the OMol25 dataset).

Last column: Löwdin charge in e.
Geometry (Å):
Ca  -0.557  -0.266  0.527  1.0537
C  1.508  1.862  5.399  -0.0294
N  1.088  0.706  4.614  -0.1340
C  0.864  -0.557  5.305  -0.0268
C  0.925  0.744  3.273  -0.4506
N  0.497  -0.245  2.557  0.0073
N  1.278  1.950  2.686  0.1611
C  1.068  2.410  1.399  -0.5256
N  1.474  3.687  1.214  0.2041
N  0.498  1.707  0.480  -0.0777
H  1.312  1.664  6.447  0.0971
H  0.937  2.754  5.133  0.0941
H  2.578  2.066  5.295  0.1035
H  1.115  -0.437  6.353  0.0955
H  1.502  -1.346  4.900  0.1014
H  -0.183  -0.865  5.238  0.0956
H  0.315  -1.064  3.126  0.0492
H  1.759  2.594  3.288  0.1188
H  2.046  4.173  1.883  0.1193
H  1.458  4.068  0.282  0.1052
H  0.458  2.232  -0.388  0.0393
C  2.414  -3.274  -2.198  -0.3615
C  2.965  -2.039  -2.902  -0.3754
C  3.976  -1.239  -2.088  -0.3771
Sb  3.166  -0.096  -0.425  1.4253
C  5.076  0.687  0.179  -0.4138
C  5.399  0.732  1.532  -0.1566
C  6.620  1.245  1.949  -0.0862
C  7.526  1.720  1.013  -0.0717
C  7.209  1.682  -0.339  -0.0665
C  5.990  1.168  -0.754  -0.1386
C  2.706  1.626  -1.654  -0.3994
C  1.751  1.520  -2.666  -0.1611
C  1.378  2.625  -3.421  -0.0827
C  1.948  3.863  -3.163  -0.0724
C  2.900  3.984  -2.160  -0.0819
C  3.274  2.873  -1.410  -0.1498
Sb  0.854  -3.056  -0.685  1.4173
C  1.107  -5.116  -0.121  -0.4010
C  1.357  -5.486  1.195  -0.1615
C  1.559  -6.821  1.523  -0.0963
C  1.508  -7.793  0.536  -0.0698
C  1.281  -7.428  -0.784  -0.0561
C  1.087  -6.095  -1.112  -0.1336
C  -0.725  -3.504  -2.087  -0.4084
C  -1.540  -4.631  -1.990  -0.1394
C  -2.511  -4.885  -2.949  -0.0735
C  -2.673  -4.020  -4.024  -0.0769
C  -1.867  -2.898  -4.132  -0.0795
C  -0.912  -2.636  -3.159  -0.1427
H  3.222  -3.822  -1.708  0.0656
H  1.960  -3.933  -2.938  0.0563
H  2.147  -1.395  -3.243  0.0670
H  3.473  -2.381  -3.809  0.1166
H  4.729  -1.908  -1.668  0.0645
H  4.481  -0.521  -2.735  0.0553
H  4.692  0.353  2.264  0.0775
H  6.868  1.270  3.002  0.1053
H  8.480  2.115  1.334  0.1107
H  7.914  2.054  -1.072  0.1119
H  5.748  1.155  -1.810  0.0982
H  1.297  0.556  -2.880  0.0750
H  0.654  2.520  -4.219  0.1074
H  1.662  4.727  -3.748  0.1111
H  3.367  4.943  -1.970  0.1121
H  4.029  2.977  -0.641  0.0931
H  1.410  -4.730  1.972  0.0968
H  1.764  -7.101  2.548  0.1131
H  1.656  -8.834  0.792  0.1129
H  1.264  -8.181  -1.561  0.1139
H  0.917  -5.825  -2.147  0.0985
H  -1.415  -5.324  -1.168  0.0855
H  -3.133  -5.768  -2.870  0.1164
H  -3.423  -4.226  -4.777  0.1118
H  -1.969  -2.242  -4.986  0.1077
H  -0.289  -1.750  -3.245  0.0799
C  -6.062  5.398  -0.023  -0.0713
C  -5.242  5.105  -1.105  -0.0684
C  -4.206  4.199  -0.964  -0.1054
C  -3.985  3.561  0.259  -0.3723
C  -4.786  3.886  1.349  -0.0836
C  -5.826  4.795  1.202  -0.0689
P  -2.551  2.412  0.350  1.1012
C  -2.955  1.568  1.935  -0.4088
C  -4.088  0.797  2.190  -0.1206
C  -4.363  0.365  3.478  -0.0765
C  -3.524  0.699  4.531  -0.0574
C  -2.407  1.486  4.295  -0.0752
C  -2.130  1.919  3.007  -0.1278
C  -3.057  1.330  -1.051  -0.3978
C  -2.087  1.147  -2.041  -0.1442
C  -2.429  0.656  -3.293  -0.0814
C  -3.742  0.307  -3.560  -0.0587
C  -4.710  0.460  -2.576  -0.0553
C  -4.377  0.987  -1.341  -0.0833
H  -6.875  6.102  -0.133  0.1104
H  -5.412  5.587  -2.058  0.1103
H  -3.566  3.972  -1.809  0.1076
H  -4.608  3.432  2.315  0.0986
H  -6.455  5.030  2.050  0.1098
H  -4.779  0.579  1.388  0.0905
H  -5.262  -0.207  3.674  0.1075
H  -3.762  0.378  5.536  0.1143
H  -1.781  1.796  5.123  0.1050
H  -1.304  2.597  2.822  0.0885
H  -1.072  1.496  -1.865  0.0616
H  -1.682  0.592  -4.074  0.1078
H  -4.027  -0.044  -4.543  0.1144
H  -5.740  0.210  -2.789  0.1135
H  -5.167  1.194  -0.630  0.1109
N  -2.161  -1.863  0.382  -0.5050
S  -3.383  -2.332  1.294  1.0526
C  -4.874  -2.370  0.279  -0.3976
C  -4.814  -2.761  -1.046  -0.0643
C  -5.980  -2.803  -1.793  -0.0559
C  -7.192  -2.443  -1.218  -0.0531
C  -7.245  -2.067  0.116  -0.0516
C  -6.082  -2.032  0.873  -0.1013
C  -3.258  -4.130  1.524  -0.3610
C  -4.382  -4.848  1.909  -0.0690
C  -4.262  -6.204  2.169  -0.0509
C  -3.030  -6.831  2.040  -0.0487
C  -1.910  -6.103  1.667  -0.0493
C  -2.022  -4.742  1.420  -0.0986
H  -2.184  -2.337  -0.521  -0.0395
H  -3.872  -3.046  -1.497  0.0908
H  -5.933  -3.119  -2.827  0.1151
H  -8.098  -2.463  -1.809  0.1163
H  -8.187  -1.800  0.574  0.1167
H  -6.123  -1.756  1.919  0.1047
H  -5.345  -4.363  1.995  0.1073
H  -5.133  -6.768  2.473  0.1165
H  -2.944  -7.892  2.232  0.1156
H  -0.949  -6.590  1.569  0.0880
H  -1.158  -4.148  1.147  0.0529

Summary:
Orbital gap, eV: 8.0
E_HOMO, hartree: -0.454
E_tot, Eh: -4588.0642
LUMO level, eV: -4.3778
Charge: +2